Record 1
ORCA calculation (wB97M-V/def2-TZVPD) on C25H37GeN2O7Re as an isolated structure.

Element x y z (Å)
Re (0.49194, -0.17489, 0.47558)
C (-2.77162, 1.04134, -2.53973)
C (-2.84333, 0.71455, -1.07459)
C (-3.64944, 1.69622, -0.27242)
C (-3.15048, -0.72701, -0.77367)
O (-1.32917, 0.90837, -0.39186)
Ge (-1.41577, 0.44168, 2.83068)
O (0.04251, 1.18111, 2.01441)
C (0.59463, 2.56369, 2.40058)
C (2.09754, 2.43199, 2.46593)
C (0.13982, 3.53699, 1.33426)
C (-0.01592, 2.86929, 3.75444)
O (-0.87162, -1.01475, 1.62545)
C (-0.83013, -2.40299, 2.33146)
C (0.24980, -2.33428, 3.39022)
C (-2.21538, -2.58103, 2.93229)
C (-0.56850, -3.44262, 1.26812)
H (-3.72685, 0.72432, -2.96473)
H (-1.99074, 0.50189, -3.07120)
H (-2.66935, 2.10458, -2.73425)
H (-4.69145, 1.60234, -0.58701)
H (-3.33964, 2.72532, -0.44735)
H (-3.61666, 1.47943, 0.79675)
H (-4.12328, -0.95162, -1.21386)
H (-3.21668, -0.91605, 0.29613)
H (-2.42122, -1.40688, -1.21464)
H (2.51619, 2.09765, 1.51726)
H (2.41934, 1.75147, 3.25380)
H (2.51690, 3.41702, 2.67359)
H (0.65908, 3.36985, 0.39061)
H (0.37561, 4.55015, 1.66016)
H (-0.93954, 3.48376, 1.17535)
H (0.22498, 2.09648, 4.49171)
H (-1.09988, 3.01876, 3.70390)
H (0.40149, 3.80143, 4.13514)
H (0.02543, -1.58424, 4.15858)
H (1.23924, -2.12224, 2.98539)
H (0.30045, -3.29525, 3.90263)
H (-2.42472, -1.89298, 3.75641)
H (-2.27979, -3.58158, 3.36052)
H (-2.99791, -2.49058, 2.17869)
H (0.40141, -3.31345, 0.79006)
H (-1.35338, -3.44050, 0.51084)
H (-0.56095, -4.42357, 1.74334)
C (-0.35346, -2.24764, -2.77175)
C (0.86477, -2.37415, -1.94072)
N (1.20981, -1.65705, -0.86845)
C (2.44901, -2.13773, -0.46161)
C (2.85452, -3.13494, -1.28765)
N (1.84166, -3.26105, -2.19552)
C (4.02439, -4.07890, -1.41183)
O (5.01981, -3.95741, -0.55655)
O (3.96420, -4.89581, -2.27991)
C (3.07552, -1.45776, 0.65528)
O (4.11410, -1.65839, 1.18298)
O (2.22528, -0.41247, 1.08887)
H (-0.83568, -1.29527, -2.57384)
H (-1.05602, -3.05835, -2.56899)
H (-0.09156, -2.29162, -3.82907)
H (1.87821, -3.95331, -2.94084)
H (4.90757, -3.23517, 0.08388)
C (-0.13720, 1.04678, -0.92156)
C (0.32617, 1.90772, -1.94215)
C (-0.40844, 3.03977, -2.35140)
C (0.13015, 3.89041, -3.29023)
C (1.38559, 3.61502, -3.83588)
C (2.12620, 2.50448, -3.43326)
C (1.60737, 1.65894, -2.47730)
H (-1.36398, 3.26240, -1.89620)
H (-0.41246, 4.77216, -3.60240)
H (1.79739, 4.28474, -4.58028)
H (3.10093, 2.31810, -3.86195)
H (2.17315, 0.79329, -2.15057)

The net charge is +3. Its expectation value of S² is 0.76. The max |F| comes out at 0.0090 hartree/bohr. The calculation puts the LUMO energy (spin up / spin down) at -10.33 / -10.78 eV. Its HOMO energy (spin up / spin down) is -18.17 / -17.92 eV. The spin multiplicity is 2. The orbital gap (spin up / spin down) comes out at 7.8 / 7.1 eV.

---

Record 2
ORCA calculation (wB97M-V/def2-TZVPD) on C25H37N3O2Si4V as an isolated structure.

Element x y z (Å)
V (1.75192, 0.02075, -0.98368)
N (-7.25611, 0.26766, -5.80438)
C (-6.24226, 0.24795, -5.26612)
C (-4.97309, 0.22414, -4.58991)
C (-3.82032, 0.61600, -5.26554)
C (-2.60144, 0.59835, -4.61004)
C (-2.52859, 0.18155, -3.28401)
C (-3.68135, -0.22210, -2.61510)
C (-4.90346, -0.19453, -3.26355)
C (-1.21966, 0.15731, -2.57654)
C (-0.67867, -1.09506, -2.27103)
C (-1.17300, -2.34148, -2.68726)
C (-0.24526, -3.31276, -2.32534)
C (0.80277, -2.64806, -1.71097)
N (0.56527, -1.31171, -1.65607)
C (-0.61019, 1.37979, -2.28825)
C (-1.02589, 2.66663, -2.68097)
C (-0.06438, 3.56593, -2.24755)
C (0.89343, 2.81750, -1.56819)
N (0.58942, 1.50140, -1.57662)
H (-3.88425, 0.93082, -6.29782)
H (-1.70183, 0.89816, -5.13232)
H (-3.62216, -0.54902, -1.58537)
H (-5.80499, -0.49666, -2.74893)
H (-2.09651, -2.49150, -3.22303)
H (-0.30646, -4.37355, -2.49984)
H (1.71157, -3.05836, -1.29896)
H (-1.92852, 2.89105, -3.22545)
H (-0.05463, 4.63396, -2.38481)
H (1.77189, 3.18060, -1.05557)
C (2.42058, -3.38982, 1.54351)
Si (1.00694, -2.33787, 2.18963)
C (1.11014, -2.30076, 4.06089)
C (-0.67509, -2.98203, 1.66761)
Si (1.20546, -0.10631, 1.41143)
Si (3.23986, 0.98676, 2.05534)
C (3.65193, 2.30718, 0.77612)
C (4.65173, -0.21456, 2.25343)
C (2.82667, 1.80126, 3.69372)
Si (-0.74874, 1.13141, 1.91861)
C (-1.07218, 0.88775, 3.74984)
C (-0.55185, 2.96939, 1.61879)
C (-2.21080, 0.43620, 0.97472)
H (2.08106, -4.41458, 1.37175)
H (3.21173, -3.43412, 2.29487)
H (2.88241, -3.02197, 0.63028)
H (0.98339, -3.32717, 4.41872)
H (0.33400, -1.69403, 4.52517)
H (2.08122, -1.95128, 4.41493)
H (-0.70241, -4.06834, 1.78080)
H (-0.93581, -2.74259, 0.63279)
H (-1.44963, -2.56445, 2.31526)
H (3.75924, 1.88447, -0.23345)
H (4.60553, 2.78933, 0.99947)
H (2.87852, 3.07798, 0.74473)
H (4.84208, -0.80552, 1.35562)
H (4.46606, -0.90437, 3.07931)
H (5.55535, 0.35310, 2.49212)
H (2.04193, 2.55278, 3.59496)
H (3.72088, 2.30214, 4.07474)
H (2.50984, 1.07147, 4.44079)
H (-0.28979, 1.29889, 4.38804)
H (-1.22049, -0.15962, 4.01329)
H (-2.00297, 1.41360, 3.98376)
H (0.22578, 3.40035, 2.25205)
H (-1.49647, 3.44925, 1.89162)
H (-0.34200, 3.23080, 0.58062)
H (-2.49360, -0.53878, 1.37629)
H (-1.98848, 0.31306, -0.08425)
H (-3.07134, 1.10368, 1.06567)
O (3.09775, -0.93412, -0.85736)
O (4.19833, -1.55327, -0.73301)

The net charge is +1. The max |F| comes out at 0.0108 hartree/bohr. The calculation puts the LUMO energy (spin up / spin down) at -4.96 / -4.96 eV. Its HOMO energy (spin up / spin down) is -11.65 / -11.65 eV. The orbital gap (spin up / spin down) comes out at 6.7 / 6.7 eV.